# C30H84N2O12

A 12-piece molecular cluster, C30H84N2O12 overall at a distorted geometry (ωB97M-V/def2-TZVPD, OMol25).

The HOMO energy is -8.79 eV. The maximum force comes out at 14.16 eV/Å. The value obtained for the total energy is -60010.608 eV. The calculation puts the frontier orbital gap at 8.72 eV. For the relative energy (zero: lowest compared OMol25 entry of this formula, charge and spin), the calculation gives 264.2 kcal/mol.

```
128
Properties=species:S:1:pos:R:3:mulliken_charge:R:1
N -2.54 -2.28 0.89 0.463
C -3.54 -1.51 0.83 -0.026
N -4.39 -1.61 1.82 -0.224
O -3.57 -0.44 -0.01 -0.534
H -1.97 -2.15 0.10 -0.764
H -2.60 -3.16 1.38 0.273
H -5.00 -0.80 2.05 0.346
H -4.62 -2.45 2.40 0.185
C 3.16 2.51 0.94 -1.172
C 3.57 1.07 0.81 1.143
C 4.62 0.70 1.86 -2.012
O 2.62 0.24 0.89 0.572
H 2.07 2.64 0.67 -0.319
H 3.75 3.11 0.21 0.484
H 3.39 2.88 1.93 0.711
H 3.91 0.78 -0.21 0.273
H 5.14 -0.17 1.50 0.411
H 4.20 0.54 2.89 0.090
H 5.34 1.44 1.79 0.728
H 2.90 -0.65 0.93 -0.839
C -3.84 -5.04 -2.86 -1.886
C -3.85 -3.53 -3.24 0.552
C -3.79 -2.52 -2.06 -1.080
O -3.04 -3.12 -4.10 -0.536
H -3.92 -5.65 -3.72 0.451
H -4.61 -5.36 -2.23 0.496
H -2.98 -5.40 -2.36 0.374
H -4.85 -3.38 -3.66 0.484
H -4.17 -1.58 -2.40 0.357
H -2.70 -2.42 -1.72 0.097
H -4.38 -2.93 -1.25 0.674
H -2.18 -2.97 -3.72 -0.064
C -0.21 -3.86 -1.43 0.304
C 0.23 -3.74 -2.83 0.336
C -0.15 -5.06 -3.52 -1.673
O -0.32 -2.84 -3.42 -0.290
H 0.37 -4.65 -0.89 0.661
H -1.23 -4.19 -1.31 -0.084
H 0.06 -2.95 -0.91 -0.994
H 1.32 -3.60 -2.96 0.229
H 0.25 -5.87 -2.93 0.472
H 0.34 -5.17 -4.53 0.394
H -1.20 -5.21 -3.58 0.281
H 0.24 -2.63 -4.22 0.493
C -2.91 4.25 1.61 -1.959
C -1.83 3.68 0.69 2.315
C -1.40 4.60 -0.44 -1.567
O -0.80 3.32 1.29 -0.328
H -3.65 4.67 0.97 0.552
H -2.61 5.03 2.30 0.239
H -3.53 3.50 2.06 0.409
H -2.10 2.75 0.25 -0.392
H -2.12 4.69 -1.28 0.263
H -0.52 4.32 -0.87 0.266
H -1.18 5.64 -0.11 0.391
H -0.90 2.37 1.43 -0.950
C -0.51 -0.50 3.17 -0.372
C -1.81 0.32 3.17 0.637
C -1.72 1.39 4.19 -1.579
O -2.22 0.91 2.14 -0.556
H 0.00 -0.60 4.14 0.808
H 0.16 -0.02 2.45 -0.937
H -0.70 -1.58 2.91 0.350
H -2.51 -0.43 3.57 0.428
H -2.64 1.75 4.57 0.443
H -1.09 2.27 3.87 -0.069
H -1.18 1.05 5.06 0.521
H -2.51 0.27 1.51 -0.272
C -1.57 -0.28 -3.73 -0.155
C -1.75 1.22 -4.00 -0.349
C -2.16 1.99 -2.68 -0.413
O -0.78 1.76 -4.50 -0.496
H -1.48 -0.93 -4.57 0.720
H -2.40 -0.59 -3.11 -0.363
H -0.66 -0.39 -3.12 -0.027
H -2.58 1.36 -4.71 0.500
H -1.28 2.00 -1.99 -0.372
H -3.00 1.51 -2.12 0.432
H -2.48 3.04 -2.93 0.414
H -0.08 1.65 -3.88 0.239
C 3.51 2.20 -2.76 -1.682
C 1.98 2.42 -2.44 2.733
C 1.29 3.38 -3.35 -2.325
O 1.29 1.38 -2.51 -0.615
H 3.82 2.75 -3.59 0.519
H 3.72 1.13 -2.96 0.164
H 4.09 2.50 -1.90 0.284
H 1.84 2.84 -1.46 -0.670
H 0.26 3.60 -2.94 0.416
H 1.20 3.10 -4.35 0.714
H 1.79 4.37 -3.34 0.424
H 0.94 1.30 -1.68 -0.684
C 1.66 1.94 3.91 -0.091
C 1.38 3.39 4.19 0.775
C 1.09 3.74 5.65 -1.690
O 2.34 4.12 3.85 -0.644
H 1.40 1.73 2.88 -0.674
H 1.16 1.29 4.58 0.611
H 2.72 1.74 3.99 0.674
H 0.41 3.68 3.68 -0.297
H 1.86 3.54 6.37 0.431
H 0.16 3.18 5.93 0.258
H 0.92 4.80 5.81 0.392
H 2.27 4.18 2.90 0.421
C 2.60 -2.01 3.34 -0.763
C 2.80 -2.88 2.12 -0.107
C 1.44 -3.05 1.46 -0.547
O 3.52 -2.37 1.22 -0.566
H 2.09 -1.05 3.19 -0.489
H 3.56 -2.01 3.79 0.497
H 1.91 -2.58 4.01 0.472
H 3.28 -3.83 2.34 0.784
H 1.52 -3.66 0.63 0.256
H 0.83 -2.20 1.21 -0.449
H 0.74 -3.70 2.06 0.584
H 4.47 -2.49 1.45 0.321
C 2.81 -1.38 -2.18 0.633
O 2.91 -2.57 -1.39 -0.584
H 1.89 -1.23 -2.73 0.142
H 3.70 -1.20 -2.76 0.450
H 2.81 -0.56 -1.54 -1.124
H 3.26 -2.40 -0.51 0.401
C -0.31 -0.23 -0.37 1.988
O 0.23 0.96 0.05 3.883
H -1.26 -0.04 -0.90 0.382
H -0.60 -0.93 0.37 -1.075
H 0.46 -0.61 -1.05 -1.003
H 0.97 0.75 0.61 -2.137
```

# C3H10O2

A 2-piece molecular cluster, C3H10O2 overall at a distorted geometry (ωB97M-V/def2-TZVPD, OMol25).

The HOMO energy is -10.44 eV. The maximum force comes out at 1.92 eV/Å. The value obtained for the total energy is -7367.274 eV. The calculation puts the frontier orbital gap at 11.28 eV. For the relative energy (zero: lowest compared OMol25 entry of this formula, charge and spin), the calculation gives 18.5 kcal/mol.

```
15
Properties=species:S:1:pos:R:3:nbo_charge:R:1
C -0.53 0.09 -2.10 -0.625
C -0.16 -0.84 -0.97 -0.438
C -0.32 -0.19 0.41 -0.063
O 0.42 -0.99 1.35 -0.735
H -1.57 0.04 -2.41 0.217
H -0.51 1.17 -1.75 0.199
H 0.23 -0.06 -2.84 0.225
H 0.77 -1.41 -1.02 0.224
H -0.79 -1.69 -0.86 0.196
H -1.37 0.00 0.71 0.173
H 0.19 0.79 0.32 0.156
H -0.14 -1.66 1.77 0.475
O 1.45 1.45 2.77 -0.943
H 0.79 0.99 2.19 0.480
H 1.54 2.33 2.43 0.461
```

# C39H78O39

A 13-piece molecular cluster, C39H78O39 overall at a distorted geometry (ωB97M-V/def2-TZVPD, OMol25).

The HOMO energy is -10.47 eV. The maximum force comes out at 3.85 eV/Å. The value obtained for the total energy is -121557.655 eV. The calculation puts the frontier orbital gap at 11.00 eV. For the relative energy (zero: lowest compared OMol25 entry of this formula, charge and spin), the calculation gives 74.1 kcal/mol.

```
156
Properties=species:S:1:pos:R:3:mulliken_charge:R:1
C 16.17 -18.82 -8.52 -1.029
O 15.40 -17.62 -8.56 0.220
C 15.93 -16.52 -8.97 0.635
O 17.05 -16.48 -9.41 -0.616
O 15.02 -15.53 -8.78 0.002
C 15.40 -14.29 -9.34 -0.750
H 15.79 -19.29 -7.58 0.206
H 17.24 -18.54 -8.41 0.513
H 15.97 -19.32 -9.44 0.315
H 15.02 -13.46 -8.69 0.225
H 14.91 -14.31 -10.31 0.021
H 16.47 -14.21 -9.46 0.427
C 8.84 -19.85 -5.83 -0.513
O 10.00 -20.71 -5.80 -0.345
C 10.21 -21.66 -6.66 0.940
O 11.11 -22.46 -6.60 -0.604
O 9.13 -21.72 -7.53 -0.301
C 9.21 -22.74 -8.49 -0.733
H 8.77 -19.24 -4.98 0.311
H 7.95 -20.43 -6.04 0.360
H 8.97 -19.27 -6.72 0.091
H 9.73 -22.43 -9.40 0.143
H 8.21 -23.07 -8.76 0.290
H 9.66 -23.62 -8.04 0.449
C 7.47 -20.47 -17.04 -0.365
O 7.88 -19.63 -15.90 0.307
C 7.25 -18.47 -15.90 0.403
O 6.15 -18.20 -16.39 -0.703
O 8.02 -17.54 -15.30 -0.051
C 7.44 -16.26 -15.03 -0.076
H 6.65 -21.11 -16.77 0.206
H 8.33 -21.08 -17.27 -0.265
H 7.15 -19.86 -17.89 0.396
H 7.20 -15.84 -16.03 0.404
H 8.12 -15.60 -14.43 -0.067
H 6.43 -16.31 -14.54 -0.198
C 4.63 -16.29 -12.19 -0.585
O 5.56 -15.28 -11.70 -0.342
C 5.72 -15.33 -10.35 0.902
O 5.22 -16.19 -9.67 -0.591
O 6.56 -14.37 -9.93 -0.270
C 6.59 -14.39 -8.50 -0.627
H 4.85 -17.22 -11.68 0.223
H 4.81 -16.40 -13.26 0.105
H 3.59 -16.00 -12.04 0.344
H 7.14 -13.51 -8.23 0.198
H 7.20 -15.25 -8.11 0.014
H 5.59 -14.29 -8.04 0.493
C 8.84 -23.04 -12.49 0.093
O 8.21 -24.23 -13.02 -0.387
C 7.80 -24.17 -14.30 0.573
O 7.66 -23.12 -14.90 -0.235
O 7.40 -25.38 -14.63 -0.411
C 6.65 -25.59 -15.86 -0.728
H 9.10 -22.53 -13.39 0.071
H 9.73 -23.48 -12.00 0.162
H 8.05 -22.53 -11.85 0.063
H 5.64 -25.24 -15.74 0.282
H 6.63 -26.65 -15.96 0.282
H 7.26 -25.19 -16.64 0.298
C 9.44 -16.02 -11.76 2.297
O 9.41 -14.63 -11.97 -0.394
C 9.50 -13.78 -10.96 0.483
O 9.56 -14.03 -9.78 -0.264
O 9.64 -12.53 -11.52 -0.360
C 9.76 -11.45 -10.72 -0.825
H 8.91 -16.32 -10.88 -0.568
H 10.48 -16.21 -11.62 -0.394
H 9.11 -16.51 -12.68 -0.910
H 9.76 -10.46 -11.27 0.261
H 10.71 -11.39 -10.22 0.318
H 8.96 -11.29 -10.01 0.297
C 12.20 -26.90 -15.15 -0.605
O 12.92 -25.62 -15.04 -0.376
C 12.19 -24.54 -14.77 0.740
O 11.01 -24.51 -14.45 -0.582
O 12.99 -23.50 -14.96 -0.357
C 12.48 -22.22 -14.52 0.062
H 12.70 -27.40 -15.97 0.268
H 11.18 -26.65 -15.40 0.262
H 12.16 -27.44 -14.20 0.263
H 12.26 -22.20 -13.40 0.204
H 11.58 -21.95 -15.06 -0.167
H 13.30 -21.48 -14.76 0.232
C 12.10 -18.42 -16.55 -0.419
O 12.14 -19.87 -16.66 -0.242
C 11.37 -20.42 -17.58 1.025
O 10.54 -19.87 -18.25 -0.606
O 11.76 -21.64 -17.71 -0.274
C 10.94 -22.38 -18.59 -0.769
H 11.07 -18.11 -16.77 0.328
H 12.84 -17.96 -17.22 0.335
H 12.23 -18.07 -15.51 -0.152
H 11.42 -23.36 -18.54 0.244
H 11.09 -21.90 -19.56 0.346
H 9.94 -22.44 -18.33 0.272
C 16.15 -16.56 -4.97 -0.700
O 15.84 -17.83 -5.66 -0.376
C 14.48 -18.10 -5.57 0.811
O 13.72 -17.34 -5.07 -0.577
O 14.17 -19.26 -6.27 -0.409
C 12.80 -19.57 -6.05 -0.620
H 16.25 -15.79 -5.67 0.203
H 17.11 -16.76 -4.46 0.262
H 15.38 -16.35 -4.25 0.367
H 12.55 -19.58 -5.02 0.608
H 12.66 -20.57 -6.41 0.284
H 12.24 -18.83 -6.67 0.018
C 7.37 -19.17 -10.72 -0.020
O 6.89 -19.37 -12.15 0.220
C 6.20 -20.55 -12.41 0.466
O 5.89 -21.37 -11.61 -0.610
O 5.80 -20.48 -13.68 -0.046
C 5.06 -21.62 -14.16 -0.590
H 7.86 -18.22 -10.80 -0.602
H 8.07 -19.97 -10.57 0.018
H 6.55 -19.05 -9.99 0.441
H 5.65 -22.59 -14.27 0.021
H 4.67 -21.25 -15.13 0.232
H 4.16 -21.80 -13.44 0.318
C 12.54 -19.74 -9.42 -0.412
O 12.48 -19.05 -10.65 0.309
C 11.44 -19.45 -11.49 0.224
O 10.73 -20.35 -11.17 -0.476
O 11.44 -18.67 -12.55 0.023
C 10.20 -18.89 -13.39 0.104
H 12.79 -20.83 -9.47 0.463
H 11.52 -19.76 -9.03 0.290
H 13.33 -19.23 -8.80 -0.484
H 9.32 -18.81 -12.79 -0.355
H 10.24 -19.90 -13.85 0.103
H 10.22 -18.01 -14.06 0.235
C 11.29 -13.62 -14.65 -0.609
O 12.00 -14.87 -14.64 -0.319
C 12.67 -15.19 -13.50 0.851
O 12.34 -14.80 -12.45 -0.399
O 13.73 -16.03 -13.78 -0.382
C 14.53 -16.38 -12.63 -0.395
H 11.05 -13.37 -15.69 0.262
H 11.86 -12.83 -14.18 0.341
H 10.35 -13.75 -14.09 0.130
H 14.13 -17.20 -12.12 0.147
H 14.65 -15.51 -12.00 0.004
H 15.47 -16.72 -12.98 0.446
C 12.24 -16.17 -8.82 -0.869
O 10.89 -16.64 -9.08 0.922
C 9.89 -16.27 -8.30 0.320
O 8.79 -16.76 -8.47 -0.560
O 10.23 -15.41 -7.34 -0.291
C 9.26 -14.92 -6.45 -1.022
H 12.50 -16.19 -7.71 0.292
H 12.30 -15.09 -9.11 0.246
H 12.89 -16.79 -9.40 0.020
H 8.95 -13.95 -6.81 0.156
H 9.68 -14.96 -5.49 0.324
H 8.41 -15.62 -6.48 0.492
```

# C36H34N5O3Sr

C36H34N5O3Sr as an isolated structure at a distorted geometry (ωB97M-V/def2-TZVPD, OMol25).

The HOMO energy is -4.46 eV. Its charge is -1. The maximum force comes out at 3.04 eV/Å. The value obtained for the total energy is -52316.280 eV. The calculation puts the frontier orbital gap at 6.97 eV. For the relative energy (zero: lowest compared OMol25 entry of this formula, charge and spin), the calculation gives 0.0 kcal/mol.

```
79
Properties=species:S:1:pos:R:3:mulliken_charge:R:1
Sr 0.25 0.32 -0.35 1.699
O 2.44 -0.64 -0.91 0.424
C 3.38 -1.45 -0.60 -0.248
C 4.37 -1.76 -1.51 -0.626
C 5.51 -2.36 -1.02 -0.665
C 5.61 -2.84 0.28 -0.654
C 4.53 -2.84 1.13 -0.902
C 3.45 -2.05 0.72 1.141
C 2.43 -1.91 1.73 -1.110
N 1.37 -1.20 1.65 0.662
C 0.50 -1.32 2.82 -1.034
C -0.67 -0.40 2.83 -1.003
N -1.35 -0.36 1.57 0.699
C -2.65 -0.43 1.58 -1.194
C -3.59 -0.39 0.50 0.984
C -4.94 -0.19 0.81 -0.243
C -5.95 -0.01 -0.13 -1.079
C -5.54 -0.01 -1.44 -0.403
C -4.19 -0.21 -1.82 -0.666
C -3.12 -0.41 -0.90 -0.427
O -1.92 -0.58 -1.31 0.186
H 4.31 -1.38 -2.48 0.467
H 6.47 -2.36 -1.60 0.271
H 6.60 -3.15 0.59 0.366
H 4.72 -3.26 2.18 0.199
H 2.59 -2.55 2.63 0.127
H 0.99 -1.13 3.79 0.387
H 0.07 -2.39 2.85 0.345
H -0.31 0.61 3.03 0.081
H -1.39 -0.57 3.66 0.460
H -3.11 -0.60 2.59 -0.066
H -5.15 -0.14 1.85 0.348
H -6.94 0.21 0.18 0.414
H -6.24 0.19 -2.22 0.410
H -3.88 -0.15 -2.81 0.498
N -1.44 3.18 -0.62 -0.271
C -1.94 3.24 0.67 0.256
C -3.31 2.99 0.89 -0.412
C -3.84 2.97 2.18 -0.542
C -3.01 3.18 3.29 -0.765
C -1.63 3.43 3.08 -0.333
C -1.10 3.48 1.80 0.529
C 0.41 3.61 1.62 0.212
C 1.02 4.68 2.26 -0.601
C 2.36 4.99 2.03 -0.652
C 3.11 4.12 1.25 -0.837
C 2.48 3.03 0.63 -1.103
C 1.12 2.71 0.77 0.398
H -2.02 2.81 -1.35 0.239
H -0.43 3.20 -0.65 0.396
H -3.98 2.79 0.02 0.164
H -4.87 2.75 2.41 0.402
H -3.34 3.20 4.32 0.351
H -0.98 3.58 3.94 0.373
H 0.35 5.38 2.75 0.346
H 2.73 5.80 2.58 0.393
H 4.15 4.39 1.14 0.366
H 2.98 2.32 -0.01 0.246
C 2.56 0.74 -3.65 -1.287
C 1.23 0.16 -3.44 0.850
O 0.33 0.90 -2.93 -0.680
N 1.09 -1.10 -3.78 0.054
C -0.17 -1.86 -3.71 -0.404
C -0.12 -3.07 -2.80 0.184
C 0.78 -3.06 -1.73 0.993
C 0.58 -3.92 -0.70 -0.288
C -0.48 -4.81 -0.69 -0.819
C -1.22 -4.86 -1.90 -0.394
N -1.08 -3.98 -2.93 -0.648
H 3.12 0.77 -2.71 0.074
H 2.46 1.80 -3.93 0.370
H 3.17 0.22 -4.39 0.422
H 1.84 -1.54 -4.26 0.250
H -0.63 -2.09 -4.66 0.383
H -0.93 -1.16 -3.25 -0.107
H 1.56 -2.37 -1.63 -0.116
H 1.24 -3.83 0.17 0.322
H -0.76 -5.45 0.09 0.481
H -2.04 -5.59 -2.04 0.358
```

# C5H24NO6

A 6-piece molecular cluster, C5H24NO6 overall at a distorted geometry (ωB97M-V/def2-TZVPD, OMol25).

The HOMO energy is -13.72 eV. Its charge is +1. The maximum force comes out at 1.29 eV/Å. The value obtained for the total energy is -19343.497 eV. The calculation puts the frontier orbital gap at 10.86 eV. For the relative energy (zero: lowest compared OMol25 entry of this formula, charge and spin), the calculation gives 24.1 kcal/mol.

```
36
Properties=species:S:1:pos:R:3:nbo_charge:R:1
C 2.53 0.50 0.77 -0.632
C 1.25 -0.28 0.45 -0.033
C 0.52 0.26 -0.76 -0.438
C 1.10 0.28 -2.17 -0.450
C 0.78 -0.95 -3.05 -0.067
O 0.72 -2.12 -2.22 -0.778
N 1.67 -1.73 0.19 -0.725
H 3.28 0.25 0.01 0.213
H 2.89 0.22 1.75 0.226
H 2.32 1.56 0.63 0.246
H 0.52 -0.26 1.24 0.228
H 0.31 1.30 -0.52 0.249
H -0.45 -0.22 -0.82 0.230
H 2.19 0.32 -2.21 0.205
H 0.82 1.19 -2.70 0.251
H -0.09 -0.85 -3.70 0.190
H 1.61 -1.10 -3.72 0.186
H -0.12 -2.62 -2.36 0.533
H 1.19 -2.41 0.78 0.428
H 2.67 -1.87 0.32 0.425
H 1.35 -1.95 -0.81 0.474
H -1.94 2.50 3.49 0.471
H -0.51 2.35 2.91 0.466
O -1.10 2.96 3.35 -0.931
H -0.68 -4.93 -2.02 0.497
H -1.91 -4.07 -2.32 0.496
O -1.04 -4.05 -1.91 -0.959
H -0.60 -0.66 4.27 0.480
H -2.04 -0.48 4.70 0.488
O -1.44 -0.31 3.97 -0.965
H -1.15 4.47 -0.47 0.474
H -2.21 3.60 -1.24 0.475
O -1.39 4.11 -1.33 -0.948
H -2.41 0.61 2.16 0.485
H -2.05 1.96 1.54 0.471
O -2.25 1.05 1.31 -0.961
```